No. 1
16
Properties=species:S:1:pos:R:3:forces:R:3:mulliken_charge:R:1 method="wB97M-V/def2-TZVPD" smiles="C=CC.CSS" orbital_gap_ev=8.6
C 0.886413 2.107882 -1.210572 -2.649 1.152 -0.504 -0.7471
S -0.310715 2.266347 0.153325 -0.371 -0.047 0.568 -0.0285
S 0.901577 1.728033 1.802640 0.693 0.383 -0.265 -0.2779
H 0.180066 2.025141 -2.093246 0.993 -0.367 0.852 0.2586
H 1.357293 3.067899 -1.328905 0.824 -0.020 0.066 0.3282
H 1.479171 1.256414 -1.040654 0.946 -0.906 -0.225 0.2700
H 0.010246 1.469312 2.769848 -0.432 0.001 -0.415 0.1637
C 0.524761 -1.751283 0.660400 -1.397 1.111 0.041 -0.8667
C -0.932014 -1.322646 0.352741 1.907 1.355 1.737 0.1374
C -1.550062 -1.552011 -0.778728 -3.321 1.503 -0.589 -0.7116
H 1.130666 -0.823205 0.834366 -0.537 -1.073 0.457 0.1545
H 0.967440 -2.240812 -0.168351 0.310 -0.630 -0.976 0.3135
H 0.467299 -2.473144 1.474220 0.544 0.352 0.380 0.3109
H -1.306914 -0.590599 1.164364 0.063 -1.446 -1.525 0.2284
H -2.595734 -1.069413 -0.956373 1.875 -0.950 0.410 0.1866
H -1.209494 -2.097915 -1.635076 0.553 -0.419 -0.013 0.2802

---

No. 2
24
Properties=species:S:1:pos:R:3:forces:R:3:mulliken_charge:R:1 method="wB97M-V/def2-TZVPD" orbital_gap_ev="6.5 / 6.4"
C -0.256230 2.201552 0.010224 1.293 -1.425 2.782 0.7487
C 0.010569 0.914209 1.796436 3.521 1.498 -0.637 0.4582
C -1.267671 -0.792906 2.818947 1.147 -1.909 -0.160 0.0328
C -1.062537 2.512800 -1.024723 -2.060 1.187 -1.688 -0.1518
C 1.803690 0.418043 -1.733504 2.135 0.850 -2.567 -1.1699
C -1.023966 -2.336095 -1.110237 0.958 -0.296 1.119 -0.9605
C 0.534763 -0.196902 -1.808233 1.926 -2.747 3.393 -0.5679
N -0.831897 1.420290 1.035231 -2.118 0.826 -1.256 -0.3944
N 1.051478 2.381854 0.074224 0.702 0.657 0.692 -0.5992
N -0.116024 0.001629 2.765763 -1.838 -0.442 0.699 -0.1070
O -2.098755 -0.752247 1.955098 -0.408 -0.266 1.267 -0.4135
O 1.370036 -1.909765 0.164964 1.553 -0.804 0.101 -0.6871
S -2.203941 3.153027 -1.872018 1.037 -0.522 0.518 -0.2827
S 1.706413 1.532726 1.377733 -1.666 0.277 -0.411 -0.0219
S 0.222526 -1.127979 -0.272729 -3.177 -0.010 -2.081 0.7696
H -1.117640 -1.631262 3.632350 -0.754 1.467 -1.107 0.2763
H 2.191702 0.796829 -2.757082 -0.120 -1.365 1.227 0.3063
H 1.736110 1.398336 -1.314060 -0.096 0.777 0.771 0.4636
H 2.475486 -0.179742 -1.099123 0.290 0.271 -0.680 0.3503
H -0.477140 -2.564925 -2.085647 -1.306 0.030 1.231 0.3670
H -2.053106 -1.824863 -1.171678 1.697 -0.922 -0.076 0.2853
H -1.000748 -3.246070 -0.360920 -0.302 1.786 -1.689 0.3114
H -0.277761 0.143164 -2.274311 -3.116 1.232 -1.969 0.7323
H 0.684640 -0.311705 3.253294 0.704 -0.151 0.520 0.2540

---

No. 3
9
Properties=species:S:1:pos:R:3:forces:R:3:mulliken_charge:R:1 method="wB97M-V/def2-TZVPD" smiles="[H]/N=C/C(N)=O" orbital_gap_ev=10.0
C -0.291683 -0.024749 -0.994749 -0.341 -3.207 2.178 -0.1130
C -0.590144 0.039633 0.487891 1.591 3.628 3.096 0.4811
N -0.469552 -1.214616 -1.383514 0.567 -0.623 -3.289 -0.5314
N 0.797008 0.709461 1.390379 -5.699 -0.811 -0.799 -0.5549
O -1.657433 -0.008416 1.019251 1.476 -0.525 -0.611 -0.4269
H 0.177661 0.775871 -1.447146 0.760 1.761 -1.183 0.4454
H -0.193202 -1.430002 -2.438759 -0.652 0.979 2.642 0.2506
H 1.611806 0.424488 0.920750 1.405 -0.601 0.399 0.2149
H 0.615538 0.728331 2.445896 0.893 -0.600 -2.433 0.2341

---

Energy above the lowest of the compared OMol25 structures with the same formula, charge and spin per entry: 191.7, 368.8, 238.3 kJ/mol